# 1
Molecular formula: C11H34FN8O5Sr
Method: DFT, ωB97M-V/def2-TZVPD

Last column: Mulliken charge in e.
Atoms and positions in Å:
Sr1 1.0785 1.2236 -0.6752  1.67
F1 0.0456 4.3539 0.5431  -0.85
C1 1.7598 -4.4028 -1.6765  -1.59
C2 1.7897 -3.1389 -0.8893  0.41
C3 2.9096 -3.0559 0.1785  -0.81
O1 2.6563 -1.7650 0.8420  -0.23
C4 3.1597 -1.7404 2.1405  -0.81
N1 1.8496 -2.0732 -1.8159  -0.44
H1 1.8651 -5.2616 -1.0136  0.38
H2 2.6686 -4.5629 -2.2567  0.41
H3 0.8713 -4.5621 -2.2875  0.43
H4 0.7777 -3.0364 -0.4976  0.22
H5 3.8623 -3.0234 -0.3499  0.34
H6 2.7915 -3.9266 0.8236  0.39
H7 2.6057 -2.3996 2.8088  0.34
H8 2.7926 -0.7439 2.3865  0.25
H9 4.2479 -1.7144 2.1967  0.30
H10 1.0474 -2.2382 -2.4070  0.27
H11 2.5289 -2.2861 -2.5323  0.23
C5 -2.1590 -1.8006 3.4091  -1.38
C6 -2.9819 -0.6014 3.0606  0.24
C7 -3.9000 -0.1674 4.1714  -0.65
O2 -4.8925 -1.1819 4.5909  -0.32
C8 -5.9382 -0.7486 5.4201  -0.68
N2 -1.9443 0.3769 2.6726  -0.57
H12 -2.5793 -2.7808 3.6344  0.37
H13 -1.5779 -1.6832 4.3238  0.36
H14 -1.4196 -2.0871 2.6613  0.27
H15 -3.4258 -0.6790 2.0681  0.34
H16 -4.4333 0.7462 3.9087  0.40
H17 -3.3335 0.1910 5.0309  0.34
H18 -5.4809 -0.3080 6.3060  0.30
H19 -6.5176 -1.6312 5.6910  0.22
H20 -6.5247 -0.0652 4.8060  0.29
H21 -2.5096 1.1826 2.4459  0.25
H22 -1.4744 0.5248 3.5543  0.25
C9 4.7797 3.2657 1.2914  0.70
O3 4.3382 2.9206 0.2476  -0.63
N3 6.0927 3.1308 1.6480  -0.42
N4 4.0928 3.9095 2.1606  -0.39
H23 6.7756 2.9302 0.9315  0.22
H24 6.2398 3.3846 2.6145  0.16
H25 3.1613 4.1446 1.8489  0.25
H26 4.4912 4.1704 3.0513  0.16
C10 1.6718 2.7634 -5.8946  0.62
O4 1.5271 2.4196 -4.7085  -0.63
N5 1.7516 2.0032 -6.9705  -0.38
N6 1.8400 3.9908 -6.2963  -0.37
H27 1.6643 2.4977 -7.8469  0.17
H28 1.5816 1.0135 -6.8628  0.21
H29 1.5965 4.7373 -5.6610  0.23
H30 2.0345 4.1171 -7.2793  0.16
C11 -3.7743 0.5478 -2.9386  0.62
O5 -2.7154 0.8276 -2.3370  -0.63
N7 -4.9437 1.0656 -2.6662  -0.39
N8 -3.9185 -0.3699 -3.8245  -0.36
H31 -5.0405 1.6742 -1.8660  0.23
H32 -5.6100 1.0321 -3.4244  0.17
H33 -3.0537 -0.7616 -4.1691  0.22
H34 -4.7977 -0.3483 -4.3211  0.17

Atoms 1-3, force components in eV/Å:
-0.19 1.19 0.32
0.68 -1.73 -0.49
1.09 -2.21 0.60

## Properties
Strongest force on any atom = 0.09304 Eh/bohr
Energy = -37662.6279 eV
Gap between HOMO and LUMO = 6.52 eV
Net charge = +1

***

# 2
Molecular formula: H28O14
Method: DFT, ωB97M-V/def2-TZVPD

Last column: Mulliken charge in e.
Atoms and positions in Å:
O1 -2.4393 1.2854 -2.6296  -0.67
H1 -2.6147 1.7671 -1.7980  0.32
H2 -2.4177 0.3543 -2.2738  0.37
O2 1.5275 0.2483 2.5843  -0.67
H3 0.9059 -0.2166 3.1531  0.28
H4 1.8085 -0.4399 2.0198  0.34
O3 -1.6709 2.1590 1.7086  -0.71
H5 -1.6426 1.2760 1.9519  0.19
H6 -0.7673 2.3182 1.5654  0.36
O4 -0.0904 0.3826 -0.3410  0.80
H7 -0.4675 0.0694 0.5041  -0.04
H8 -0.4813 -0.0724 -1.0664  0.07
O5 2.8153 1.3286 -0.2189  -0.66
H9 2.8512 2.2628 -0.0205  0.34
H10 1.9281 1.0206 -0.2480  0.14
O6 0.2501 2.7793 -1.5436  -0.63
H11 0.9144 2.4833 -2.1488  0.29
H12 -0.0354 2.0086 -1.0108  0.34
O7 -1.6795 -1.3669 -1.7373  -0.63
H13 -1.7473 -1.8961 -0.9278  0.18
H14 -1.6481 -2.0332 -2.4528  0.26
O8 -0.2041 -0.3459 -3.8172  -0.55
H15 -0.0717 -0.2782 -4.7414  0.25
H16 -1.0620 -0.1302 -3.4894  0.26
O9 2.3037 -1.5354 -1.9527  -0.69
H17 1.5316 -1.7361 -2.3873  0.24
H18 2.8515 -0.9058 -2.4641  0.31
O10 1.0263 2.6519 1.7617  -0.68
H19 1.0855 1.7744 2.1704  0.45
H20 1.5356 3.3138 2.2695  0.27
O11 -1.7393 -0.8237 1.5870  -0.69
H21 -1.4251 -1.6628 1.4577  0.21
H22 -2.4990 -0.7495 0.9832  0.31
O12 -0.9514 0.0766 4.1348  -0.63
H23 -1.7706 0.3788 4.4764  0.32
H24 -1.2817 -0.3046 3.3209  0.35
O13 1.7266 -1.9158 0.6847  -0.66
H25 2.4954 -2.4044 1.0098  0.29
H26 1.9741 -1.6801 -0.2075  0.38
O14 -0.6549 -3.1248 0.1443  -0.73
H27 0.0890 -2.7473 0.5642  0.40
H28 -0.2586 -3.5692 -0.5746  0.28

Atoms 1-3, force components in eV/Å:
-0.33 -1.40 1.27
0.31 0.18 -0.66
-0.25 1.17 -0.50

## Properties
Strongest force on any atom = 0.07523 Eh/bohr
Energy = -29120.1391 eV
Gap between HOMO and LUMO = 9.38 eV
Net charge = 0

***

# 3
Molecular formula: C19H18Cl3NO5S
Method: DFT, ωB97M-V/def2-TZVPD

Last column: Mulliken charge in e.
Atoms and positions in Å:
O1 0.3697 -5.8901 -3.4312  -0.54
C1 -0.8220 -5.7859 -3.6730  0.26
O2 -1.4603 -6.5541 -4.6240  -0.46
C2 -1.5830 -4.8342 -2.8905  0.09
C3 -2.9339 -4.7300 -2.9501  -0.23
S1 -3.5686 -3.5787 -1.8518  -0.20
C4 -1.9164 -3.2468 -1.3379  0.30
C5 -1.6357 -2.1861 -0.2795  0.05
C6 -0.3980 -2.5186 0.5777  -1.08
C7 0.1555 -1.2361 1.1858  -1.06
C8 0.6715 -0.2692 0.0805  0.08
C9 0.6145 1.2527 0.3722  0.04
C10 2.0502 1.8959 0.2373  -1.11
O3 2.0618 3.3148 0.3642  -0.47
C11 1.7086 3.8011 1.5873  0.12
C12 0.3811 4.0317 1.9252  -0.01
C13 0.0343 4.5733 3.1534  -0.91
C14 1.0177 4.9098 4.0883  0.49
Cl1 0.5277 5.5041 5.6437  -0.19
C15 2.3958 4.7319 3.7724  -0.13
Cl2 3.6771 5.1496 4.9474  -0.17
C16 2.7195 4.1413 2.5340  0.35
Cl3 4.4402 3.8481 2.1634  -0.17
C17 -0.3728 1.8678 -0.6266  -0.30
O4 -1.7121 1.8260 -0.0842  -0.64
C18 -0.3400 0.9031 -1.8142  -1.42
C19 -0.1771 -0.4574 -1.1844  -0.02
O5 -1.4982 -0.9161 -0.9091  -0.44
N1 -1.0027 -3.9426 -1.9710  -0.38
H1 -0.7388 -7.0776 -5.0188  0.35
H2 -3.4824 -5.2601 -3.6940  0.52
H3 -2.5360 -2.0964 0.3406  0.48
H4 -0.6599 -3.2207 1.3851  0.49
H5 0.3508 -2.9976 -0.0494  0.40
H6 -0.6135 -0.6843 1.7767  0.35
H7 0.9680 -1.4490 1.8523  0.47
H8 1.7131 -0.4714 -0.1707  0.58
H9 0.2932 1.4193 1.4143  0.53
H10 2.4722 1.5781 -0.7293  0.46
H11 2.6763 1.4398 1.0165  0.39
H12 -0.4098 3.8245 1.2391  0.40
H13 -0.9838 4.6450 3.4394  0.47
H14 -0.1131 2.8995 -0.9279  0.74
H15 -2.0199 0.8882 -0.1239  0.43
H16 -1.2457 0.9591 -2.4348  0.35
H17 0.5594 1.1172 -2.4201  0.40
H18 0.3653 -1.1190 -1.9008  0.37

Atoms 1-3, force components in eV/Å:
-1.15 -0.43 -0.90
2.59 -0.65 0.09
0.53 0.93 0.95

## Properties
Strongest force on any atom = 0.05197 Eh/bohr
Energy = -80125.0310 eV
Gap between HOMO and LUMO = 9.37 eV
Structure (SMILES) = O=C(O)c1csc([C@H]2CC[C@@H]3[C@@H](COc4ccc(Cl)c(Cl)c4Cl)[C@H](O)C[C@@H]3O2)n1
Net charge = 0